Entry 1:
Molecular formula: C26H38Al2BeCl3F12KMgN3NaO9PS4
Method: DFT, ωB97M-V with the def2-TZVPD basis set

Cartesian coordinates (Å):
1 C -3.059 -3.262 4.152
2 C -3.365 -1.626 4.065
3 C -3.870 -0.698 5.319
4 C -4.138 0.924 5.022
5 C -3.904 1.617 3.521
6 C -4.162 3.228 3.362
7 C -2.988 3.992 4.256
8 C -5.687 3.726 3.701
9 C -3.388 0.662 2.249
10 O -3.181 1.353 0.969
11 C -3.650 0.567 -0.182
12 C -2.358 0.318 -1.160
13 N -1.511 1.497 -1.680
14 P -1.676 3.251 -1.410
15 S -1.095 3.862 0.357
16 C -0.421 0.890 -2.587
17 S 0.899 1.824 -3.543
18 O 1.883 0.918 -4.336
19 O 1.763 2.577 -2.467
20 C 0.244 3.117 -4.730
21 F 0.859 2.905 -6.089
22 F 0.711 4.480 -4.303
23 F -1.242 3.091 -4.773
24 C -0.538 -0.742 -2.688
25 C 0.334 -1.836 -3.541
26 C 1.561 -2.545 -2.717
27 C 2.344 -1.557 -1.662
28 S 3.915 -2.499 -1.142
29 C 4.172 -2.401 0.713
30 S 3.592 -3.651 1.756
31 N 4.899 -1.235 1.349
32 C 6.017 -0.695 0.485
33 C 5.590 0.524 -0.525
34 O 5.102 1.638 0.317
35 C 3.803 1.137 0.848
36 C 3.963 -0.157 1.847
37 N -1.760 -0.937 -1.767
38 C -2.314 -2.356 -1.558
39 C -1.360 -3.045 -0.379
40 C -2.172 -4.107 0.578
41 F -0.566 -2.027 0.381
42 C -3.123 -0.924 2.568
43 H -3.457 -3.838 3.196
44 H -3.443 -3.754 5.142
45 H -1.870 -3.345 4.122
46 H -4.011 -1.180 6.399
47 H -4.491 1.551 5.971
48 H -3.941 3.535 2.235
49 H -2.411 3.201 4.937
50 H -2.164 4.480 3.544
51 H -3.423 4.808 4.991
52 H -5.936 4.755 3.149
53 H -6.435 2.931 3.267
54 H -5.906 3.917 4.838
55 H -4.270 -0.388 0.083
56 H -4.392 1.279 -0.788
57 H -0.924 4.067 -2.374
58 H -3.076 3.627 -1.620
59 H -0.422 -2.709 -3.842
60 H 0.749 -1.420 -4.581
61 H 2.375 -2.861 -3.531
62 H 1.258 -3.572 -2.189
63 H 2.724 -0.580 -2.228
64 H 1.683 -1.221 -0.756
65 H 6.894 -0.304 1.193
66 H 6.518 -1.554 -0.170
67 H 4.743 0.266 -1.289
68 H 6.544 0.822 -1.178
69 H 3.064 0.939 -0.057
70 H 3.309 2.001 1.484
71 H 2.885 -0.654 1.928
72 H 4.263 0.123 2.959
73 H -3.449 -2.287 -1.243
74 H -2.190 -3.035 -2.530
75 H -0.552 -3.683 -0.979
76 H -3.339 -4.016 0.531
77 H -1.907 -5.197 0.171
78 H -1.798 -4.097 1.703
79 H -2.729 -1.600 1.697
80 Cl -4.337 -4.417 6.759
81 O 7.905 -1.351 -1.517
82 H 8.785 -1.317 -1.190
83 Mg 2.906 -4.510 -3.363
84 Cl 6.763 2.314 -1.737
85 Be 6.539 -1.870 3.194
86 F -4.986 4.471 -2.540
87 Al -5.149 6.242 -2.825
88 F -3.651 7.078 -2.277
89 F -6.560 6.871 -1.899
90 F -5.399 6.547 -4.582
91 O -2.218 -6.920 -0.117
92 Cl -2.599 -8.317 -0.047
93 O -1.437 -9.120 0.279
94 O -3.132 -8.736 -1.329
95 O -3.611 -8.491 0.977
96 F 8.424 4.778 -3.647
97 Al 9.829 3.662 -3.804
98 F 9.893 2.573 -2.371
99 F 11.350 4.622 -3.897
100 F 9.649 2.676 -5.300
101 K -0.698 5.237 3.081
102 Na 1.135 -4.828 -0.610

Output
Orbital gap in eV: 1.3
HOMO in eV: -10.823
Net charge: +1
Spin multiplicity: 1
DFT total energy in hartree: -7828.2993


Entry 2:
Molecular formula: C20H18FN3O3
Method: DFT, ωB97M-V with the def2-TZVPD basis set

Cartesian coordinates (Å):
1 C 0.692 3.052 1.928
2 O -0.401 2.165 1.958
3 C -1.117 1.988 0.817
4 C -0.905 2.675 -0.374
5 C -1.690 2.403 -1.479
6 C -2.693 1.446 -1.433
7 C -3.424 1.051 -2.685
8 C -2.564 0.067 -3.503
9 N -2.241 -1.135 -2.761
10 C -1.290 -1.108 -1.792
11 O -1.424 -1.933 -0.731
12 C -0.305 -1.723 0.026
13 C -0.162 -2.478 1.305
14 O 0.414 -1.698 2.324
15 C 1.658 -1.163 2.147
16 C 1.951 -0.054 2.938
17 C 3.186 0.561 2.884
18 C 4.164 0.088 2.025
19 C 3.898 -1.016 1.237
20 C 2.666 -1.637 1.309
21 F 2.485 -2.741 0.541
22 N 0.496 -0.857 -0.476
23 C -0.085 -0.438 -1.653
24 C 0.505 0.509 -2.492
25 N 0.986 1.281 -3.193
26 C -2.921 0.786 -0.230
27 C -2.149 1.051 0.882
28 H 1.117 3.029 2.930
29 H 1.448 2.727 1.207
30 H 0.373 4.073 1.696
31 H -0.122 3.410 -0.461
32 H -1.500 2.933 -2.400
33 H -3.623 1.926 -3.306
34 H -4.377 0.578 -2.436
35 H -3.097 -0.240 -4.406
36 H -1.626 0.545 -3.791
37 H -3.045 -1.691 -2.497
38 H -1.161 -2.739 1.668
39 H 0.399 -3.408 1.134
40 H 1.172 0.309 3.588
41 H 3.384 1.418 3.510
42 H 5.127 0.570 1.970
43 H 4.637 -1.418 0.562
44 H -3.709 0.048 -0.162
45 H -2.314 0.532 1.814

Output
Orbital gap in eV: 8.6
HOMO in eV: -7.966
Net charge: 0
Structure (SMILES): COc1ccc(CCNc2oc(COc3ccccc3F)nc2C#N)cc1
Spin multiplicity: 1
DFT total energy in hartree: -1262.7498
Energy above the lowest of the compared OMol25 structures with the same formula, charge and spin in kcal per mole: 19.82


Entry 3:
Molecular formula: C2H3NS3
Method: DFT, ωB97M-V with the def2-TZVPD basis set

Cartesian coordinates (Å):
1 C 2.236 0.359 -0.413
2 C -1.373 0.460 0.374
3 N -0.769 -0.664 0.048
4 S 2.540 -0.973 -1.142
5 S 1.846 1.717 0.282
6 S -1.359 -2.220 0.366
7 H -2.498 0.447 0.360
8 H -0.786 1.369 0.300
9 H 0.164 -0.495 -0.175

Output
Orbital gap (spin up / spin down) in eV: 7.2 / 7.2
HOMO (spin up / spin down) in eV: -7.955 / -7.956
Net charge: 0
Spin multiplicity: 1
DFT total energy in hartree: -1327.2518
Energy above the lowest of the compared OMol25 structures with the same formula, charge and spin in kcal per mole: 40.67


Entry 4:
Molecular formula: C27H39NO2PSi2Sn
Method: DFT, ωB97M-V with the def2-TZVPD basis set

Cartesian coordinates (Å):
1 Sn 0.090 0.639 0.204
2 O -1.172 4.522 -0.416
3 C -0.574 3.504 -0.180
4 O -1.017 2.292 -0.360
5 C 0.855 3.579 0.350
6 C 1.474 4.802 0.531
7 C 2.788 4.822 0.963
8 C 3.446 3.621 1.188
9 C 2.761 2.439 0.985
10 N 1.486 2.422 0.589
11 H 0.909 5.698 0.319
12 H 3.300 5.763 1.117
13 H 4.475 3.596 1.519
14 H 3.236 1.481 1.145
15 C -3.456 1.861 1.730
16 Si -2.595 0.264 2.187
17 C -3.300 -0.288 3.835
18 C -3.027 -1.042 0.897
19 C -0.707 0.456 2.235
20 Si 0.222 -0.839 3.224
21 C -0.002 -0.688 5.077
22 C -0.332 -2.555 2.693
23 C 2.081 -0.659 2.945
24 H -4.531 1.726 1.870
25 H -3.277 2.174 0.702
26 H -3.144 2.685 2.377
27 H -4.391 -0.266 3.786
28 H -2.994 0.373 4.648
29 H -3.009 -1.307 4.098
30 H -4.099 -1.023 0.689
31 H -2.777 -2.048 1.239
32 H -2.520 -0.886 -0.062
33 H -0.486 1.432 2.695
34 H -1.016 -0.903 5.409
35 H 0.260 0.312 5.430
36 H 0.668 -1.394 5.576
37 H -1.297 -2.786 3.149
38 H 0.374 -3.320 3.024
39 H -0.465 -2.644 1.613
40 H 2.466 0.162 3.555
41 H 2.343 -0.439 1.906
42 H 2.625 -1.561 3.234
43 C 0.779 0.931 -5.075
44 P 0.485 0.722 -3.269
45 C 1.637 -0.644 -2.882
46 C 2.966 -0.576 -3.281
47 C 3.970 -1.488 -2.873
48 C 3.639 -2.497 -2.038
49 C 2.256 -2.690 -1.578
50 C 1.286 -1.679 -2.030
51 C -1.120 -0.143 -3.276
52 C -2.210 0.517 -2.710
53 C -3.471 -0.065 -2.738
54 C -3.649 -1.308 -3.324
55 C -2.569 -1.969 -3.899
56 C -1.313 -1.386 -3.880
57 H 0.687 0.006 -5.644
58 H 1.748 1.392 -5.268
59 H 0.020 1.631 -5.428
60 H 3.266 0.230 -3.944
61 H 4.982 -1.361 -3.231
62 H 4.383 -3.207 -1.696
63 H 1.906 -3.618 -2.078
64 H 0.244 -1.848 -1.791
65 H -2.072 1.486 -2.245
66 H -4.311 0.454 -2.295
67 H -4.630 -1.763 -3.341
68 H -2.712 -2.932 -4.372
69 H -0.481 -1.900 -4.350
70 C 2.169 -3.010 -0.068
71 H 2.842 -3.829 0.178
72 H 2.446 -2.133 0.514
73 H 1.155 -3.298 0.196

Output
Orbital gap in eV: 5.2
HOMO in eV: -10.354
Net charge: +1
Spin multiplicity: 1
DFT total energy in hartree: -2391.9576


Entry 5:
Molecular formula: C15H34NO2P2SiW
Method: DFT, ωB97M-V with the def2-TZVPD basis set

Cartesian coordinates (Å):
1 W 0.194 0.988 -0.001
2 P -1.912 0.400 -0.381
3 C -2.099 1.171 -2.068
4 C -0.804 1.528 -2.778
5 N 0.300 1.348 -2.029
6 C 1.550 1.346 -2.506
7 C 1.729 1.827 -3.788
8 C 0.647 2.117 -4.598
9 C -0.627 1.947 -4.099
10 C 2.523 0.779 -1.512
11 P 1.835 -0.543 -0.290
12 H -1.514 2.097 -4.696
13 H 2.738 1.892 -4.156
14 H 0.784 2.478 -5.604
15 H 3.290 0.224 -2.071
16 H 3.080 1.578 -0.984
17 H -2.719 0.570 -2.571
18 H -2.804 2.037 -2.026
19 H -0.300 -3.512 -4.925
20 O -0.742 -3.753 -4.126
21 H -1.629 -3.972 -4.418
22 H 0.283 -1.717 0.824
23 O -0.514 -2.153 1.027
24 H -0.319 -3.052 1.164
25 C 1.647 -1.996 -1.346
26 H 2.443 -2.028 -2.109
27 H 1.784 -2.866 -0.681
28 H 0.661 -2.034 -1.849
29 C 3.243 -0.838 0.762
30 H 2.967 -1.652 1.447
31 H 4.106 -1.172 0.164
32 H 3.537 0.059 1.333
33 C -3.311 1.131 0.507
34 H -4.213 0.506 0.419
35 H -3.076 1.221 1.572
36 H -3.545 2.133 0.116
37 C -2.209 -1.349 -0.567
38 H -3.222 -1.555 -0.213
39 H -2.012 -1.702 -1.587
40 H -1.482 -1.881 0.142
41 C 1.416 -0.610 3.685
42 Si -0.017 0.565 3.475
43 C -1.551 -0.481 3.339
44 C -0.172 1.666 4.968
45 C 0.276 1.668 1.897
46 H 1.402 -0.966 4.724
47 H 2.383 -0.124 3.528
48 H 1.362 -1.491 3.034
49 H -1.739 -0.891 4.340
50 H -2.444 0.066 3.035
51 H -1.438 -1.319 2.648
52 H 0.719 2.297 5.078
53 H -1.047 2.322 4.879
54 H -0.281 1.027 5.856
55 H -0.438 2.525 1.984
56 H 1.280 2.144 2.030

Output
Orbital gap (spin up / spin down) in eV: 6.3 / 6.6
HOMO (spin up / spin down) in eV: -18.580 / -18.580
Net charge: +3
Expectation value of S²: 2.035
Spin multiplicity: 3
DFT total energy in hartree: -1835.3181
Energy above the lowest of the compared OMol25 structures with the same formula, charge and spin in kcal per mole: 49.35


Entry 6:
Molecular formula: C4H5NO2
Method: DFT, ωB97M-V with the def2-TZVPD basis set

Cartesian coordinates (Å):
1 N 1.420 1.128 1.230
2 C 0.476 0.286 0.768
3 C 0.517 -0.061 -0.555
4 C -0.783 -0.574 -0.792
5 O -1.256 -0.972 -1.997
6 C -1.447 -0.605 0.385
7 O -0.634 -0.064 1.394
8 H 1.518 1.462 2.176
9 H 1.805 1.404 0.355
10 H 1.434 -0.391 -1.020
11 H -0.632 -0.682 -2.673
12 H -2.417 -0.927 0.688

Output
Orbital gap in eV: 8.3
HOMO in eV: -7.388
Net charge: 0
Structure (SMILES): Nc1cc(O)co1
Spin multiplicity: 1
DFT total energy in hartree: -360.5910
Energy above the lowest of the compared OMol25 structures with the same formula, charge and spin in kcal per mole: 49.24


Entry 7:
Molecular formula: C34H45N7O2RuS3
Method: DFT, ωB97M-V with the def2-TZVPD basis set

Cartesian coordinates (Å):
1 Ru -0.119 0.154 -0.174
2 C 0.341 1.765 1.829
3 C -1.003 1.395 2.121
4 C -1.863 2.033 1.087
5 C -1.013 2.795 0.313
6 C 0.323 2.781 0.861
7 C 1.250 3.968 0.809
8 C 2.579 3.687 1.520
9 C 1.430 4.524 -0.620
10 C 0.522 5.052 1.646
11 C -3.378 2.057 0.836
12 C -3.689 3.000 -0.336
13 C -3.889 0.673 0.431
14 C -4.179 2.584 2.032
15 C -1.322 0.812 3.495
16 C -0.072 0.168 4.120
17 C -2.475 -0.205 3.500
18 C -1.656 2.002 4.424
19 H 1.180 1.562 2.473
20 H -1.306 3.419 -0.515
21 H 3.072 2.789 1.153
22 H 2.424 3.573 2.595
23 H 3.255 4.532 1.379
24 H 1.335 3.763 -1.392
25 H 2.405 5.002 -0.720
26 H 0.678 5.284 -0.837
27 H 0.349 4.709 2.668
28 H -0.437 5.322 1.201
29 H 1.145 5.949 1.684
30 H -3.235 2.655 -1.269
31 H -3.359 4.022 -0.142
32 H -4.768 3.024 -0.487
33 H -3.289 0.292 -0.393
34 H -4.923 0.736 0.085
35 H -3.850 -0.050 1.244
36 H -3.831 3.571 2.345
37 H -4.154 1.917 2.887
38 H -5.224 2.680 1.732
39 H 0.387 -0.571 3.470
40 H -0.362 -0.330 5.046
41 H 0.675 0.918 4.384
42 H -2.451 -0.853 2.628
43 H -3.450 0.275 3.528
44 H -2.404 -0.835 4.388
45 H -0.811 2.692 4.475
46 H -1.840 1.621 5.432
47 H -2.531 2.559 4.110
48 N 2.984 1.775 -0.979
49 C 3.212 0.514 -0.575
50 N 2.280 -0.410 -0.432
51 C 2.888 -1.640 -0.153
52 C 4.221 -1.605 0.032
53 S 4.817 -0.006 -0.199
54 C 2.092 -2.871 -0.229
55 C 2.403 -4.061 0.338
56 S 1.212 -5.229 -0.096
57 C 0.352 -3.996 -0.972
58 N 0.927 -2.823 -0.960
59 N -0.844 -4.236 -1.553
60 H 2.112 1.959 -1.465
61 H 3.767 2.378 -1.162
62 H 4.889 -2.433 0.198
63 H 3.245 -4.317 0.962
64 H -1.132 -5.186 -1.706
65 H -1.186 -3.527 -2.195
66 O 0.386 1.673 -2.012
67 C -0.013 0.825 -2.846
68 C 0.156 0.898 -4.337
69 C -0.483 -0.410 -4.793
70 C -0.835 -1.126 -3.493
71 O -1.244 -2.263 -3.434
72 N -0.610 -0.279 -2.408
73 H 1.221 0.962 -4.567
74 H -0.315 1.800 -4.726
75 H 0.172 -1.046 -5.385
76 H -1.400 -0.266 -5.363
77 N -0.102 -2.398 2.007
78 C -1.265 -2.508 1.309
79 N -1.599 -1.739 0.310
80 C -2.853 -2.141 -0.194
81 C -3.505 -1.613 -1.302
82 C -4.741 -2.116 -1.661
83 C -5.345 -3.142 -0.932
84 C -4.708 -3.684 0.168
85 C -3.464 -3.175 0.515
86 S -2.414 -3.716 1.788
87 H 0.719 -2.205 1.456
88 H 0.073 -3.115 2.694
89 H -3.046 -0.823 -1.874
90 H -5.245 -1.709 -2.527
91 H -6.315 -3.518 -1.230
92 H -5.159 -4.488 0.736

Output
Orbital gap (spin up / spin down) in eV: 8.5 / 6.0
HOMO (spin up / spin down) in eV: -10.230 / -10.231
Net charge: +1
Expectation value of S²: 8.771
Spin multiplicity: 6
DFT total energy in hartree: -3145.6340
Energy above the lowest of the compared OMol25 structures with the same formula, charge and spin in kcal per mole: 28.85


Entry 8:
Molecular formula: C5H11N
Method: DFT, ωB97M-V with the def2-TZVPD basis set

Cartesian coordinates (Å):
1 C 0.445 -0.789 -0.858
2 C -0.745 0.370 0.569
3 C -0.482 -1.091 0.337
4 C 1.240 0.367 -0.358
5 C -1.977 0.961 -0.067
6 N 2.197 0.175 0.666
7 H -0.085 -0.558 -1.782
8 H -0.427 0.852 1.491
9 H 2.030 -0.609 1.285
10 H 3.166 0.164 0.371
11 H -1.346 -1.692 0.044
12 H 0.044 -1.590 1.158
13 H 1.396 1.236 -0.995
14 H 1.529 -1.124 -1.158
15 H -1.954 0.963 -1.169
16 H -2.875 0.383 0.186
17 H -2.156 1.983 0.278

Output
Orbital gap (spin up / spin down) in eV: 7.8 / 7.8
HOMO (spin up / spin down) in eV: -6.622 / -6.623
Net charge: 0
Spin multiplicity: 1
DFT total energy in hartree: -251.7034
Energy above the lowest of the compared OMol25 structures with the same formula, charge and spin in kcal per mole: 99.85


Entry 9:
Molecular formula: C25H26F4MgN6S
Method: DFT, ωB97M-V with the def2-TZVPD basis set

Cartesian coordinates (Å):
1 Mg -0.087 0.856 -1.021
2 F -5.462 1.573 0.008
3 C -4.978 2.821 0.049
4 F -5.713 3.476 0.992
5 F -5.292 3.409 -1.129
6 C -3.509 2.901 0.355
7 C -3.076 3.792 1.317
8 C -1.728 3.923 1.615
9 C -0.844 3.138 0.902
10 N -1.255 2.291 -0.039
11 C -2.561 2.126 -0.354
12 S -2.867 0.985 -1.609
13 H -3.805 4.391 1.846
14 H -1.376 4.595 2.384
15 H 0.228 3.182 1.054
16 C 0.833 -2.011 -0.514
17 N -0.012 -1.333 -1.540
18 C -1.247 -2.114 -1.717
19 N -0.961 -3.492 -2.133
20 C -0.101 -4.108 -1.112
21 N 1.152 -3.383 -0.922
22 C 1.854 -3.337 -2.203
23 N 1.056 -2.699 -3.257
24 C 0.745 -1.335 -2.819
25 C -0.199 -3.440 -3.384
26 H 0.300 -2.011 0.437
27 H 1.745 -1.421 -0.408
28 H -1.872 -1.628 -2.467
29 H -1.789 -2.126 -0.770
30 H 0.127 -5.131 -1.426
31 H -0.640 -4.139 -0.164
32 H 2.091 -4.359 -2.514
33 H 2.780 -2.775 -2.079
34 H 0.133 -0.849 -3.583
35 H 1.649 -0.743 -2.658
36 H 0.024 -4.463 -3.699
37 H -0.814 -2.961 -4.150
38 N 1.781 1.117 -1.273
39 C 2.460 2.246 -1.279
40 C 1.929 3.551 -1.643
41 C 2.666 4.720 -1.590
42 C 4.008 4.735 -1.199
43 C 4.583 3.496 -0.874
44 C 3.869 2.320 -0.925
45 H 0.891 3.589 -1.970
46 H 2.185 5.655 -1.872
47 H 4.573 5.658 -1.139
48 H 5.628 3.462 -0.569
49 H 4.346 1.381 -0.659
50 F -0.480 -4.278 5.834
51 C -0.374 -3.227 4.935
52 C -1.430 -2.348 4.779
53 C -1.337 -1.308 3.871
54 C -0.186 -1.103 3.036
55 C -0.124 -0.119 2.048
56 C 0.894 -2.010 3.306
57 C 0.792 -3.049 4.217
58 H -2.323 -2.480 5.381
59 H -2.168 -0.617 3.773
60 H 0.784 0.031 1.472
61 H -0.949 0.567 1.900
62 H 1.825 -1.870 2.766
63 H 1.626 -3.722 4.385

Output
Orbital gap in eV: 4.6
HOMO in eV: -0.090
Net charge: -2
Spin multiplicity: 1
DFT total energy in hartree: -2294.5766
Energy above the lowest of the compared OMol25 structures with the same formula, charge and spin in kcal per mole: 0.00